A structure of composition C45H40IrN3P2S2Si. Source: OMol25; level of theory: ωB97M-V/def2-TZVPD.

Calculated values
- LUMO energy (alpha / beta): -4.24 / -5.68 eV
- Total energy: -3775.66769 a.u.
- Total charge: +1
- F_max: 2.5 eV/A
- 2S+1: 2

Atoms and positions in Å:
Ir 0.237 0.003 0.351
S 2.980 0.386 -0.198
C 3.222 -1.061 -1.061
C 4.235 -1.140 -2.035
C 4.440 -2.305 -2.739
C 5.474 -2.387 -3.721
N 6.304 -2.462 -4.512
C 3.628 -3.441 -2.480
C 2.659 -3.387 -1.495
C 2.438 -2.208 -0.780
S 1.244 -2.201 0.460
C 3.766 -4.635 -3.250
N 3.812 -5.603 -3.867
H 4.848 -0.271 -2.227
H 2.062 -4.262 -1.282
C -3.555 -1.190 0.076
N -4.152 0.000 -0.406
C -3.816 1.176 0.345
P -1.968 1.541 0.256
C -1.843 2.837 1.526
C -1.019 2.515 2.608
C -0.940 3.350 3.708
C -1.676 4.526 3.733
C -2.482 4.860 2.655
C -2.581 4.015 1.561
C -1.906 2.171 -1.460
C -2.581 3.317 -1.872
C -2.569 3.695 -3.205
C -1.908 2.921 -4.148
C -1.240 1.773 -3.749
C -1.232 1.408 -2.413
C -5.184 -0.004 -1.368
C -6.084 -1.070 -1.461
C -7.119 -1.036 -2.381
C -7.283 0.053 -3.222
C -6.388 1.108 -3.144
C -5.347 1.082 -2.231
P -1.722 -1.502 -0.299
C -1.722 -2.299 -1.914
C -2.491 -1.745 -2.940
C -2.380 -2.237 -4.229
C -1.501 -3.275 -4.502
C -0.718 -3.815 -3.489
C -0.813 -3.319 -2.201
C -1.617 -2.791 0.989
C -1.937 -4.128 0.786
C -1.885 -5.017 1.850
C -1.536 -4.577 3.117
C -1.229 -3.239 3.330
C -1.269 -2.351 2.270
H -4.041 -2.075 -0.327
H -3.594 -1.227 1.171
H -4.049 1.022 1.410
H -4.386 2.030 -0.013
H -0.434 1.602 2.567
H -0.312 3.081 4.547
H -1.628 5.178 4.593
H -3.049 5.781 2.670
H -3.240 4.287 0.748
H -3.112 3.929 -1.156
H -3.087 4.595 -3.508
H -1.905 3.218 -5.187
H -0.722 1.162 -4.476
H -0.672 0.534 -2.099
H -6.012 -1.915 -0.790
H -7.816 -1.863 -2.422
H -8.099 0.078 -3.931
H -6.496 1.961 -3.801
H -4.636 1.896 -2.211
H -3.168 -0.928 -2.727
H -2.972 -1.801 -5.022
H -1.413 -3.659 -5.509
H -0.032 -4.621 -3.714
H -0.195 -3.722 -1.408
H -2.217 -4.477 -0.200
H -2.115 -6.061 1.686
H -1.496 -5.278 3.939
H -0.952 -2.897 4.317
H -1.017 -1.306 2.422
C 1.234 5.502 -2.014
Si 1.553 4.876 -0.263
C 3.403 4.750 0.074
C 0.653 5.936 1.010
C 0.923 3.132 -0.140
C 0.591 1.970 -0.002
H 1.561 6.536 -2.128
H 0.174 5.455 -2.267
H 1.781 4.896 -2.737
H 3.879 5.731 0.066
H 3.882 4.136 -0.690
H 3.595 4.287 1.042
H 1.039 6.956 1.001
H 0.780 5.538 2.017
H -0.417 5.981 0.803